Record 1
Entry from the Open Molecules 2025 dataset: a structure of composition C13H25KN6O8 (wB97M-V/def2-TZVPD).

The geometry in XYZ format:
```
53
Properties=species:S:1:pos:R:3:forces:R:3
K 0.102492 0.379814 0.096286 0.254 0.446 -0.225
O -2.692736 -0.516200 -1.990924 0.068 0.067 -0.010
C -1.603928 -1.376735 -2.275815 -0.024 -0.042 0.022
C -1.454286 -2.515255 -1.261934 0.022 0.072 -0.072
N -0.765135 -2.158276 -0.025940 0.066 0.028 0.181
C 0.513947 -2.849181 0.140741 -0.003 -0.062 0.169
C 1.404448 -2.369778 1.324508 -0.133 -0.206 -0.045
O 1.934538 -3.243027 2.012155 0.018 0.027 -0.015
O 1.531323 -1.107845 1.455356 0.086 -0.122 0.283
C -1.602593 -2.145351 1.164009 -0.156 0.118 0.035
C -2.502851 -0.885711 1.387374 -0.135 -0.079 -0.104
O -3.280186 -0.955288 2.344750 0.076 -0.079 0.043
O -2.367478 0.099428 0.592429 -0.191 -0.086 0.089
H -2.603295 -0.232313 -1.047763 -0.041 -0.054 0.023
H -0.662394 -0.814097 -2.363185 -0.005 -0.104 0.024
H -1.805481 -1.820001 -3.256852 -0.014 0.024 -0.009
H -0.919375 -3.338060 -1.752909 0.029 -0.002 0.027
H -2.462691 -2.883275 -1.032966 0.004 -0.013 0.004
H 1.100308 -2.692974 -0.770629 -0.002 -0.007 0.001
H 0.390245 -3.933557 0.283913 -0.055 0.002 -0.061
H -0.961878 -2.210804 2.045110 -0.014 0.023 0.012
H -2.286195 -3.006727 1.213763 0.066 -0.058 -0.031
N 3.009586 2.958676 -1.105019 0.039 0.010 0.015
N 3.153146 2.310542 -2.361938 -0.097 -0.069 0.033
C 2.415223 1.090066 -2.596390 0.348 0.285 -0.025
O 2.916752 0.332468 -3.442203 -0.127 -0.056 -0.055
O 1.356311 0.984426 -1.930723 0.048 -0.108 -0.329
H 3.021107 2.255532 -0.366867 -0.038 -0.009 -0.012
H 2.065004 3.325512 -1.075517 0.017 0.020 -0.007
H 4.127276 2.190584 -2.590989 -0.010 -0.003 -0.021
N 2.009233 0.412254 3.481005 0.068 -0.045 0.004
C 2.195157 1.127823 4.374895 -0.013 0.014 -0.002
H 1.863543 -0.289936 2.664246 0.006 -0.154 -0.011
C -1.850854 3.029150 2.723837 -0.001 -0.046 -0.028
N -2.277467 3.617517 1.460432 0.058 -0.066 0.047
C -2.524933 5.042989 1.542807 -0.061 0.008 -0.019
C -1.456740 3.227749 0.378802 -0.011 0.032 0.005
O -0.303815 2.857009 0.552926 -0.076 0.283 0.026
N -2.032567 3.305581 -0.850397 -0.073 -0.003 0.044
C -3.468899 3.339578 -1.039027 0.008 -0.081 0.025
C -1.269724 2.893951 -2.019001 0.040 0.017 0.008
H -2.610185 3.249584 3.475731 -0.006 0.010 -0.006
H -0.878435 3.401368 3.063805 -0.005 0.039 -0.016
H -1.793151 1.949205 2.603067 -0.020 -0.002 0.030
H -1.633545 5.603192 1.863602 0.006 -0.007 -0.002
H -3.320850 5.225765 2.268407 -0.002 0.024 -0.011
H -2.844284 5.431751 0.575946 -0.004 -0.002 0.000
H -3.770889 4.231667 -1.599209 0.005 0.005 -0.006
H -3.968173 3.321285 -0.075440 -0.003 0.009 -0.003
H -3.776513 2.452991 -1.599863 0.002 0.009 -0.011
H -0.211882 2.832881 -1.783585 0.004 -0.008 -0.013
H -1.427743 3.610262 -2.829868 -0.005 0.001 -0.001
H -1.594926 1.904678 -2.353550 -0.015 0.001 0.002
```
Forces are in eV/Å.

The LUMO energy is 0.156 hartree. As for the multiplicity: 1. The value obtained for the total energy is -55536.18979 eV. Its total charge is -2. The energy relative to the best compared isomer or geometry (same formula, charge and spin) is 0.2145 eV.



Record 2
Entry from the Open Molecules 2025 dataset: a structure of composition C5H10AlBrClGdO2 in a non-equilibrium geometry (wB97M-V/def2-TZVPD).

The geometry in XYZ format:
```
21
Properties=species:S:1:pos:R:3:forces:R:3
Cl 1.882550 1.260312 2.261239 -4.107 2.008 -2.689
Al 0.889430 -0.815533 1.877410 -1.127 -1.240 -0.286
O 1.200776 -1.324435 0.277743 0.301 0.141 -0.031
C 0.015127 -1.758464 -0.339448 0.705 0.525 -0.610
C -1.150048 -0.994919 0.250270 -0.176 -1.621 0.648
C -1.632107 0.306188 -0.564654 -0.447 1.069 -0.186
C -0.618363 1.420894 -0.653884 0.424 -0.623 -0.104
C 0.616376 1.189736 -1.523548 -0.186 0.499 -0.087
Br 0.648685 2.416826 -3.015744 -0.003 0.078 -0.187
O -0.909641 -0.706722 1.538046 0.192 0.738 0.150
H 1.310180 -1.708187 3.096675 0.474 0.532 0.289
H -0.123584 -2.824879 -0.156670 -0.286 -0.271 0.180
H 0.085324 -1.658462 -1.415162 0.014 0.061 -0.267
H -2.088278 -1.577887 0.195339 -0.247 0.219 -0.033
H -2.004808 -0.012527 -1.526907 0.144 -0.434 -0.300
H -2.485447 0.658177 -0.001319 -0.247 -0.039 0.236
H -1.176997 2.240653 -1.092647 -0.292 0.319 0.042
H -0.332126 1.720946 0.346224 0.048 0.256 0.264
H 1.522718 1.401847 -0.983084 0.316 -0.139 0.173
H 0.668612 0.206775 -1.951036 0.060 -0.323 -0.104
Gd 3.681622 0.559661 3.381157 4.439 -1.755 2.901
```
Forces are in eV/Å.

The LUMO energy (alpha / beta) is -0.352 / -0.393 hartree. As for the multiplicity: 8. The value obtained for the total energy is -119421.52092 eV. Its total charge is +2. As for the expectation value of S²: 16.781.



Record 3
Entry from the Open Molecules 2025 dataset: the molecule C3H8P2 in a non-equilibrium geometry (wB97M-V/def2-TZVPD).

The geometry in XYZ format:
```
13
Properties=species:S:1:pos:R:3:forces:R:3
C 0.058220 -0.403835 1.421322 -0.589 1.649 0.930
C -1.581907 -1.687362 -1.617806 0.909 -0.277 -1.625
C 0.911925 1.613155 -0.385518 -0.061 0.201 2.733
P -0.060378 -1.090639 -1.248185 -1.033 -0.408 -0.682
P -0.589134 0.648749 0.023542 -0.487 -0.364 -0.297
H 0.552590 0.306132 2.165475 -0.742 -1.149 -0.643
H -0.874781 -0.917966 1.848059 1.900 0.275 -0.525
H -2.370202 -0.961617 -1.428818 -0.482 -0.756 -0.050
H -1.710160 -2.584251 -2.336674 -0.024 1.506 1.606
H 1.406701 1.883252 0.573522 -0.456 0.161 -0.368
H 1.626299 1.000943 -0.823641 1.369 -0.948 -1.374
H 0.717477 2.509542 -0.906518 -0.229 0.819 -0.821
H 0.828720 -0.975406 0.896588 -0.074 -0.709 1.119
```
Forces are in eV/Å.

The LUMO energy is 0.011 hartree. As for the SMILES: C=P#P(C)C. As for the multiplicity: 1. The value obtained for the total energy is -21816.34005 eV. Its total charge is 0. The energy relative to the best compared isomer or geometry (same formula, charge and spin) is 0.4256 eV.



Record 4
Entry from the Open Molecules 2025 dataset: a cluster of 2 separate species, C4H12 in total in a non-equilibrium geometry (wB97M-V/def2-TZVPD).

The geometry in XYZ format:
```
16
Properties=species:S:1:pos:R:3:forces:R:3
C -0.325189 -1.361851 -2.360360 -0.063 0.252 -0.949
C -0.990836 -0.160780 -1.683891 -0.312 -1.206 0.675
H 0.637988 -1.625819 -1.923552 -0.006 -0.013 0.085
H -0.966346 -2.247283 -2.394517 0.002 0.001 0.480
H -0.165148 -1.155239 -3.423156 0.206 0.095 -0.055
H -2.062754 -0.185942 -1.884350 -0.014 0.406 -0.378
H -0.528051 0.794021 -1.923356 -0.026 0.001 0.018
H -0.951301 -0.357743 -0.606827 0.181 0.436 0.063
C 1.062623 1.133254 1.460220 -0.673 1.277 0.834
C 0.261647 0.461313 2.595880 1.067 -1.069 -0.710
H 0.733601 2.180419 1.410951 -0.063 -0.075 -0.413
H 2.133572 1.215917 1.651167 0.026 -0.406 -0.003
H 0.857819 0.669430 0.503636 0.175 -0.118 -0.066
H -0.600960 -0.058250 2.178435 -0.413 0.404 0.165
H 0.017728 1.063299 3.467331 -0.114 0.239 -0.170
H 0.885609 -0.364746 2.932391 0.027 -0.224 0.424
```
Forces are in eV/Å.

The LUMO energy (alpha / beta) is 0.161 / 0.165 hartree. As for the multiplicity: 2. The value obtained for the total energy is -4340.72901 eV. Its total charge is -1. The energy relative to the best compared isomer or geometry (same formula, charge and spin) is 0.3075 eV. As for the expectation value of S²: 0.750.